1.
# C11H31ClI2N3P2V

A molecular structure, C11H31ClI2N3P2V in a non-equilibrium geometry (ωB97M-V with the def2-TZVPD basis set, the OMol25 dataset).

Properties
ΔE to the lowest compared entry with this formula, charge and spin = 42.4 kcal per mole
2S+1 = 3
Charge = +2
Orbital gap (spin up / spin down) = 6.1 / 5.0 eV
LUMO level (spin up / spin down) = -0.332 / -0.375 hartree
Largest force on an atom = 0.087 hartree/bohr
⟨S²⟩ = 2.06

Positions of all 51 atoms, in Å:
1 I 0.00 2.74 0.06
2 I 0.00 -2.72 0.25
3 V 0.00 0.00 0.00
4 P -2.37 -0.01 -0.23
5 C -3.27 0.06 1.36
6 C -3.04 1.38 -1.20
7 H -4.09 1.19 -1.44
8 H -4.10 -1.28 -1.33
9 H -2.46 1.46 -2.12
10 H -2.47 -1.61 -2.01
11 H -2.99 0.97 1.89
12 H -2.94 2.31 -0.64
13 C -3.05 -1.46 -1.09
14 H -4.36 0.06 1.20
15 H -2.95 -2.35 -0.46
16 H -3.00 -0.81 1.97
17 P 2.37 0.01 -0.23
18 C 3.27 0.08 1.36
19 C 3.06 -1.44 -1.09
20 H 2.44 1.48 -2.12
21 H 4.08 1.21 -1.45
22 H 2.94 2.33 -0.64
23 C 3.03 1.40 -1.20
24 H 2.49 -1.60 -2.01
25 H 4.11 -1.26 -1.33
26 H 4.36 0.09 1.19
27 H 3.00 -0.78 1.97
28 H 2.96 -2.33 -0.46
29 H 2.98 1.00 1.89
30 Cl 0.00 -0.09 -2.41
31 C -0.66 2.56 3.71
32 N -0.40 1.23 4.31
33 C -0.42 1.27 5.76
34 C -0.08 0.01 3.49
35 N -0.08 0.12 2.15
36 N 0.28 -1.28 4.13
37 C 0.44 -1.62 5.55
38 C 0.50 -2.44 3.31
39 H -0.84 3.37 4.44
40 H -1.57 2.53 3.08
41 H 0.22 2.88 3.12
42 H -1.20 0.58 6.15
43 H 0.61 1.12 6.15
44 H -0.70 2.26 6.19
45 H -0.38 1.06 2.07
46 H -0.28 -2.42 5.82
47 H 1.47 -2.00 5.72
48 H 0.31 -0.88 6.32
49 H -0.48 -2.70 2.86
50 H 1.33 -2.23 2.61
51 H 0.80 -3.34 3.89

2.
# C24H27F5LiN7O2S

A molecular structure, C24H27F5LiN7O2S in a non-equilibrium geometry (ωB97M-V with the def2-TZVPD basis set, the OMol25 dataset).

Properties
ΔE to the lowest compared entry with this formula, charge and spin = 22.8 kcal per mole
Orbital gap = 3.5 eV
LUMO level = -0.049 hartree
Largest force on an atom = 0.079 hartree/bohr

Positions of all 67 atoms, in Å:
1 Li 10.10 9.58 10.03
2 C 13.88 8.57 8.02
3 C 12.44 8.65 8.47
4 N 12.07 8.88 9.72
5 N 13.00 9.02 10.72
6 C 12.60 9.24 12.03
7 N 13.59 9.61 12.84
8 S 10.93 9.14 12.48
9 C 11.25 8.60 7.62
10 C 11.24 8.26 6.23
11 C 10.03 8.03 5.52
12 C 8.85 8.20 6.23
13 C 8.91 8.54 7.56
14 N 10.02 8.65 8.26
15 H 14.46 8.39 8.89
16 H 14.32 9.42 7.48
17 H 14.06 7.66 7.37
18 H 13.97 8.78 10.52
19 H 14.59 9.54 12.57
20 H 13.31 10.07 13.76
21 H 12.17 8.27 5.64
22 H 9.99 7.82 4.45
23 H 7.83 8.02 5.85
24 H 8.00 8.52 8.11
25 C 11.96 16.78 9.36
26 O 11.04 16.58 10.45
27 C 11.59 15.69 11.30
28 C 12.53 16.11 12.27
29 C 13.04 15.29 13.25
30 C 12.66 13.94 13.29
31 C 11.71 13.52 12.37
32 C 11.07 14.39 11.43
33 N 10.10 13.83 10.56
34 C 8.98 14.33 10.15
35 C 7.86 13.51 9.97
36 C 6.58 13.96 9.58
37 C 5.48 13.11 9.57
38 C 5.65 11.74 9.84
39 C 6.87 11.21 10.19
40 C 8.00 12.07 10.36
41 O 9.19 11.54 10.35
42 H 11.58 17.66 8.80
43 H 11.96 15.89 8.68
44 H 13.02 16.91 9.71
45 H 12.91 17.17 12.17
46 H 13.85 15.66 13.92
47 H 13.03 13.27 14.05
48 H 11.38 12.46 12.37
49 H 10.04 12.79 10.64
50 H 8.90 15.43 10.14
51 H 6.46 14.98 9.27
52 H 4.51 13.50 9.21
53 H 4.74 11.13 9.71
54 H 7.02 10.15 10.24
55 N 9.98 5.94 13.79
56 N 10.51 5.71 12.44
57 H 9.92 6.93 13.96
58 H 10.71 5.55 14.40
59 H 10.65 6.66 12.01
60 H 9.67 5.34 11.96
61 F 5.85 6.27 10.05
62 C 6.16 7.44 10.75
63 F 7.17 7.15 11.65
64 C 4.90 7.81 11.49
65 F 5.07 8.91 12.28
66 F 4.32 6.86 12.29
67 F 3.96 8.11 10.57

3.
# C19H23HfN5O2

A molecular structure, C19H23HfN5O2 in a non-equilibrium geometry (ωB97M-V with the def2-TZVPD basis set, the OMol25 dataset).

Properties
ΔE to the lowest compared entry with this formula, charge and spin = 99.5 kcal per mole
Charge = +4
Orbital gap (spin up / spin down) = 2.7 / 2.7 eV
LUMO level (spin up / spin down) = -0.656 / -0.656 hartree
Largest force on an atom = 0.312 hartree/bohr

Positions of all 50 atoms, in Å:
1 N -3.72 -0.61 -0.06
2 C -4.67 -0.87 0.55
3 C -5.96 -1.14 1.14
4 H -6.20 -2.20 1.13
5 H -6.73 -0.58 0.60
6 H -5.96 -0.79 2.17
7 N 1.19 4.19 -1.81
8 C 1.57 5.26 -1.56
9 C 2.05 6.52 -1.01
10 H 1.54 7.41 -1.41
11 H 3.14 6.62 -1.16
12 H 1.85 6.44 0.06
13 N 2.54 -2.53 -0.35
14 C 3.23 -3.29 0.17
15 C 4.18 -4.28 0.64
16 H 4.80 -3.84 1.41
17 H 4.83 -4.61 -0.17
18 H 3.67 -5.15 1.07
19 Hf -0.08 -0.59 -1.06
20 C 1.69 0.30 0.12
21 O 2.56 0.73 0.78
22 C -1.11 1.05 0.21
23 O -1.57 1.87 0.90
24 C -1.63 -0.36 -2.47
25 C -1.33 -1.76 -2.40
26 C 0.02 -2.19 -2.53
27 C 1.05 -1.22 -2.74
28 C 0.71 0.14 -2.98
29 C -0.62 0.56 -2.85
30 H -2.66 -0.01 -2.38
31 H -2.17 -2.44 -2.24
32 H 0.30 -3.23 -2.45
33 H 2.09 -1.52 -2.84
34 H 1.47 0.89 -3.24
35 H -0.84 1.62 -3.03
36 C -0.19 -1.24 4.52
37 C -0.44 -1.80 3.20
38 C -0.87 -3.04 2.76
39 C -0.91 -3.00 1.37
40 N -0.50 -1.76 0.97
41 N -0.25 -1.08 2.09
42 C -1.31 -4.05 0.41
43 H -1.06 -1.25 5.18
44 H 0.60 -1.75 5.08
45 H 0.13 -0.20 4.46
46 H -1.14 -3.90 3.35
47 H 0.09 -0.12 2.04
48 H -0.57 -4.86 0.42
49 H -2.27 -4.48 0.72
50 H -1.39 -3.64 -0.61

4.
# C23H19ClN4O2Pt

A molecular structure, C23H19ClN4O2Pt in a non-equilibrium geometry (ωB97M-V with the def2-TZVPD basis set, the OMol25 dataset).

Properties
2S+1 = 3
Orbital gap (spin up / spin down) = 5.5 / 5.3 eV
LUMO level (spin up / spin down) = -0.007 / -0.085 hartree
Largest force on an atom = 0.126 hartree/bohr
⟨S²⟩ = 2.02

Positions of all 50 atoms, in Å:
1 Pt 12.89 7.44 5.75
2 Cl 6.10 8.32 3.32
3 C 7.56 7.90 4.11
4 C 7.50 6.88 5.02
5 C 8.67 6.50 5.65
6 C 10.00 7.06 5.43
7 O 11.00 6.61 5.95
8 C 9.95 8.22 4.39
9 C 11.10 9.01 4.12
10 N 12.12 9.14 4.94
11 C 12.23 10.44 5.40
12 C 11.20 10.93 6.21
13 C 11.09 12.28 6.56
14 C 12.00 13.19 6.12
15 C 13.11 12.76 5.36
16 C 14.08 13.69 4.84
17 C 15.14 13.25 4.12
18 C 15.21 11.88 3.84
19 N 14.25 11.04 4.16
20 C 13.24 11.43 4.99
21 C 8.76 8.58 3.78
22 H 6.64 6.25 5.24
23 H 8.66 5.68 6.38
24 H 11.00 9.64 3.15
25 H 10.41 10.22 6.52
26 H 10.24 12.65 7.14
27 H 11.88 14.22 6.40
28 H 14.07 14.76 5.10
29 H 15.80 13.97 3.68
30 H 16.06 11.55 3.28
31 H 8.67 9.38 3.09
32 C 13.50 5.69 6.59
33 H 13.86 4.97 5.84
34 H 12.67 5.25 7.15
35 H 14.29 5.79 7.39
36 N 16.38 11.49 6.99
37 C 17.22 10.70 6.34
38 O 18.42 11.00 6.22
39 C 16.67 9.47 5.77
40 C 17.51 8.60 5.12
41 C 16.96 7.44 4.60
42 C 15.62 7.14 4.80
43 N 14.82 7.95 5.50
44 C 15.35 9.07 5.99
45 H 16.78 12.30 7.36
46 H 15.37 11.51 6.94
47 H 18.54 8.90 4.98
48 H 17.48 6.74 3.93
49 H 15.18 6.21 4.46
50 H 14.62 9.72 6.49